Model 1:
An isolated ion of composition C3H6NO and charge +1, computed with the ωB97M-V functional and the def2-TZVPD basis.

HOMO-LUMO gap, eV: 10.428
Structure (SMILES): C=[N+](C)C=O
Multiplicity: 1
Charge: +1
E_HOMO, eV: -16.33

Geometry as XYZ:
```
11
Properties=species:S:1:pos:R:3:mulliken_charge:R:1
C -0.9216 0.3646 1.2229 -0.084
N -0.1089 0.0626 0.3226 0.009
C -0.3585 -0.6432 -1.3363 -0.656
C 1.2590 0.5133 0.3288 0.009
O 1.8520 0.5724 1.3667 -0.346
H -1.9362 0.0175 1.4100 0.307
H -0.3600 0.7530 2.0616 0.294
H -0.2466 0.2459 -1.9634 0.351
H -1.2281 -1.2495 -1.4598 0.340
H 0.3372 -1.4602 -1.4064 0.356
H 1.7115 0.8235 -0.5466 0.422
```



Model 2:
An isolated ion of composition C3H6NO and charge +1, computed with the ωB97M-V functional and the def2-TZVPD basis.

HOMO-LUMO gap, eV: 9.863
Structure (SMILES): C=C([NH3+])C=O
Multiplicity: 1
Charge: +1
E_HOMO, eV: -14.55

Geometry as XYZ:
```
11
Properties=species:S:1:pos:R:3:mulliken_charge:R:1
C -1.1310 0.1614 1.1529 -0.700
C -0.2451 0.0544 0.1708 0.329
N -0.2496 -0.2674 -1.2051 -0.362
C 1.5268 0.3121 0.5742 -0.014
O 2.3176 1.1681 0.9175 -0.313
H -0.8344 0.4462 2.1500 0.286
H -2.2152 0.0358 0.9546 0.263
H -1.0351 -1.0146 -1.5437 0.460
H 0.6274 -0.6976 -1.3959 0.337
H -0.6314 0.4419 -1.9623 0.423
H 1.8699 -0.6403 0.1868 0.290
```



Relative energies, in kcal/mol, with the most stable structure set to zero: model 1 0.0; model 2 19.4.